Formula: C4H11N2O
Source: OMol25
Level of theory: ωB97M-V/def2-TZVPD

CARTESIAN COORDINATES (ANGSTROEM)
C: -0.759 -1.066 0.717
C: -0.504 1.539 0.816
C: -0.128 0.336 -1.381
C: -0.036 0.181 0.162
N: 1.992 -1.206 0.235
N: 1.427 0.123 0.573
O: 2.099 1.007 -0.195
H: -0.473 -2.091 0.375
H: -0.810 -0.925 1.896
H: -1.825 -1.026 0.402
H: 0.271 2.301 0.459
H: -0.535 1.266 1.911
H: -1.467 1.718 0.500
H: 0.608 1.019 -1.446
H: 0.231 -0.615 -1.884
H: -1.118 0.658 -1.747
H: 1.908 -1.264 -0.705
H: 2.991 -1.093 0.392

The calculation puts the LUMO energy at 4.05 eV. The calculation puts the highest occupied orbital energy at -1.61 eV. For the total energy, the calculation gives -9350.9119 eV. The structure (SMILES) is CC(C)(C)N(N)[O-]. For the HOMO-LUMO gap, the calculation gives 5.66 eV. As for the charge: -1. The energy above the lowest of the compared OMol25 structures with the same formula, charge and spin is 3.578 eV.

Formula: C4H11N2O
Source: OMol25
Level of theory: ωB97M-V/def2-TZVPD

CARTESIAN COORDINATES (ANGSTROEM)
C: 0.612 0.519 -0.040
C: 1.449 -0.741 0.021
C: 1.580 -1.372 1.440
O: 2.642 -2.140 1.642
N: -0.836 0.159 0.241
C: -1.792 1.024 -0.383
N: -2.094 0.463 -1.722
H: 0.567 0.983 -1.026
H: 0.994 1.162 0.754
H: 2.460 -0.519 -0.373
H: 1.142 -1.533 -0.673
H: 0.581 -1.917 1.503
H: 1.477 -0.489 2.141
H: -0.861 0.082 1.247
H: -1.464 2.064 -0.467
H: -2.714 0.903 0.188
H: -1.212 0.199 -2.161
H: -2.531 1.154 -2.331

The calculation puts the LUMO energy at 3.59 eV. The calculation puts the highest occupied orbital energy at -2.18 eV. For the total energy, the calculation gives -9352.8490 eV. The structure (SMILES) is NCNCCC[O-]. For the HOMO-LUMO gap, the calculation gives 5.77 eV. As for the charge: -1. The energy above the lowest of the compared OMol25 structures with the same formula, charge and spin is 1.641 eV.

> The highest energy above the lowest of the compared OMol25 structures with the same formula, charge and spin belongs to which entry?

number 1